1.
{
  "formula": "C47H46BrN11P2Re",
  "method": "the ωB97M-V functional and the def2-TZVPD basis",
  "e_lumo_ev": [-5.55, -5.85],
  "e_above_lowest_kcal_mol": 0.00,
  "fmax_ev_per_a": 0.4,
  "mol_weight_g_mol": 1093.0,
  "gap_ev": [6.30, 6.32],
  "total_charge": 2,
  "spin_multiplicity": 2,
  "s_squared": 0.760,
  "e_tot_ev": -156618.05351,
  "elements": ["Re", "N", "C", "N", "C", "N", "N", "C", "N", "C", "C", "C", "C", "C", "N", "H", "H", "H", "H", "H", "H", "H", "H", "C", "N", "C", "N", "C", "N", "C", "P", "C", "C", "H", "H", "H", "H", "H", "H", "H", "H", "H", "H", "H", "H", "Br", "C", "C", "C", "C", "N", "C", "H", "H", "H", "H", "N", "P", "C", "C", "C", "C", "C", "C", "C", "C", "C", "C", "C", "C", "C", "C", "C", "C", "C", "C", "H", "H", "H", "H", "H", "H", "H", "H", "H", "H", "H", "H", "H", "H", "H", "C", "C", "C", "C", "C", "C", "C", "C", "C", "C", "H", "H", "H", "H", "H", "H", "H"],
  "xyz": [[0.6301, 0.3820, -0.5736], [2.9324, -1.4733, 0.9637], [3.5408, -0.4762, 0.3232], [4.8637, -0.4418, 0.3591], [5.4548, 0.5701, -0.2740], [6.7790, 0.6550, -0.2385], [4.7929, 1.5282, -0.9706], [3.4948, 1.4238, -0.9408], [2.7759, 0.4756, -0.3071], [2.6893, 2.4160, -1.6732], [3.2636, 3.5453, -2.2286], [2.4400, 4.4797, -2.8320], [1.0737, 4.2486, -2.8333], [0.5847, 3.0900, -2.2623], [1.3697, 2.1580, -1.7068], [3.5021, -2.1176, 1.4867], [1.9250, -1.5177, 1.0339], [7.3081, -0.0252, 0.2796], [7.2456, 1.4185, -0.6958], [4.3331, 3.6728, -2.1583], [2.8525, 5.3763, -3.2722], [0.3824, 4.9591, -3.2623], [-0.4777, 2.9039, -2.2243], [-2.9378, 1.0227, -4.6531], [-3.5956, 0.8641, -3.3583], [-4.0358, -0.5194, -3.2135], [-2.9509, -1.4834, -3.3699], [-2.3095, -1.2713, -4.6662], [-1.8246, 0.0958, -4.8555], [-0.7006, 0.3970, -3.9826], [-1.1868, 0.2624, -2.1938], [-2.7407, 1.2853, -2.2605], [-2.0025, -1.3977, -2.2740], [-2.5768, 2.0485, -4.7547], [-3.6782, 0.8399, -5.4325], [-4.7833, -0.7207, -3.9821], [-4.5008, -0.6535, -2.2349], [-3.0434, -1.4823, -5.4449], [-1.4763, -1.9685, -4.7777], [-0.3209, 1.3953, -4.2047], [0.1049, -0.3149, -4.1738], [-2.4997, 2.3432, -2.3862], [-3.2730, 1.1828, -1.3108], [-2.5209, -1.5724, -1.3266], [-1.2370, -2.1700, -2.3833], [1.4892, -5.4096, -1.8393], [1.8358, -3.6483, -2.3908], [2.5831, -3.3731, -3.5247], [2.8060, -2.0430, -3.8451], [2.2629, -1.0558, -3.0426], [1.5202, -1.3246, -1.9632], [1.3315, -2.6037, -1.6373], [2.9853, -4.1717, -4.1317], [3.3933, -1.7711, -4.7100], [2.4249, -0.0080, -3.2681], [0.7653, -2.7858, -0.7355], [-0.0880, -0.8803, 0.5408], [-0.9565, -1.2586, 1.8676], [0.2591, -1.8243, 3.0761], [0.6546, -3.1630, 2.9571], [1.6758, -3.6673, 3.7444], [2.3037, -2.8477, 4.6741], [1.9127, -1.5241, 4.8023], [0.9025, -1.0096, 4.0035], [-2.0778, 0.0315, 2.4126], [-3.2264, 0.1601, 1.6241], [-4.1904, 1.1001, 1.9323], [-4.0205, 1.9231, 3.0392], [-2.8856, 1.8030, 3.8238], [-1.9136, 0.8616, 3.5144], [-2.0418, -2.6610, 1.5419], [-1.8784, -3.4829, 0.4320], [-2.6898, -4.5944, 0.2557], [-3.6602, -4.8940, 1.1993], [-3.8222, -4.0835, 2.3161], [-3.0215, -2.9679, 2.4883], [0.1561, -3.8242, 2.2608], [1.9636, -4.7053, 3.6490], [3.0875, -3.2451, 5.3043], [2.3949, -0.8825, 5.5275], [0.6556, 0.0381, 4.0970], [-3.3831, -0.5030, 0.7802], [-5.0807, 1.1821, 1.3227], [-4.7784, 2.6523, 3.2921], [-2.7510, 2.4389, 4.6881], [-1.0424, 0.7935, 4.1516], [-1.1217, -3.2518, -0.3033], [-2.5615, -5.2237, -0.6144], [-4.2935, -5.7607, 1.0672], [-4.5785, -4.3198, 3.0517], [-3.1633, -2.3366, 3.3570], [2.3008, 3.3163, 4.0759], [2.6289, 2.1084, 3.4339], [1.8892, 1.6650, 2.3718], [0.7796, 2.3862, 1.8607], [0.0057, 1.9438, 0.7165], [-1.1236, 2.6852, 0.4529], [-1.4980, 3.8503, 1.1571], [-0.7155, 4.3098, 2.1687], [0.4343, 3.5796, 2.5522], [1.2185, 4.0257, 3.6446], [2.8922, 3.6672, 4.9104], [3.4634, 1.5189, 3.7935], [2.1373, 0.7121, 1.9429], [-1.7858, 2.3760, -0.3430], [-2.3994, 4.3802, 0.8770], [-0.9670, 5.2154, 2.7059], [0.9363, 4.9476, 4.1372]],
  "forces_ev_per_angstrom": [[0.120, -0.392, 0.033], [-0.097, 0.005, -0.082], [0.048, 0.053, 0.070], [-0.041, -0.034, -0.007], [-0.017, 0.038, -0.011], [-0.011, -0.044, 0.031], [-0.060, -0.034, 0.024], [0.024, 0.049, -0.026], [0.118, 0.051, -0.041], [0.029, 0.013, 0.032], [-0.054, -0.032, 0.020], [-0.008, -0.032, 0.025], [-0.002, -0.009, 0.011], [-0.062, -0.029, -0.034], [0.079, 0.198, -0.180], [0.019, 0.007, 0.007], [0.057, -0.001, 0.010], [0.003, 0.001, -0.009], [-0.009, 0.009, -0.010], [0.015, -0.003, 0.004], [0.003, 0.019, -0.010], [-0.010, 0.014, -0.015], [0.020, 0.010, -0.009], [-0.031, 0.046, -0.058], [0.003, 0.027, -0.013], [-0.090, -0.011, -0.031], [0.065, -0.048, -0.004], [-0.002, -0.027, -0.037], [-0.016, -0.012, 0.066], [0.017, -0.083, -0.006], [0.089, 0.155, 0.159], [0.012, 0.020, 0.013], [-0.003, -0.033, 0.095], [-0.016, -0.014, 0.002], [0.016, 0.005, -0.004], [0.002, 0.003, 0.018], [-0.005, 0.004, -0.003], [0.017, 0.004, 0.001], [-0.011, 0.001, 0.005], [0.014, 0.043, 0.026], [-0.020, 0.028, -0.025], [-0.013, 0.009, 0.024], [0.000, -0.009, -0.012], [0.063, -0.001, -0.042], [-0.004, 0.021, 0.007], [-0.002, -0.004, -0.003], [0.022, 0.008, -0.020], [-0.022, 0.003, 0.045], [-0.016, 0.026, 0.041], [0.063, 0.051, -0.028], [-0.070, -0.033, -0.008], [-0.026, -0.014, 0.014], [0.007, -0.023, -0.009], [0.014, 0.003, -0.020], [-0.026, 0.004, -0.032], [-0.018, -0.019, 0.004], [-0.329, -0.226, -0.113], [0.205, 0.068, 0.077], [-0.093, -0.222, -0.058], [-0.031, 0.002, 0.009], [0.015, 0.019, 0.051], [-0.023, -0.035, -0.029], [0.004, 0.027, 0.011], [0.029, 0.229, -0.006], [-0.134, -0.076, -0.040], [0.008, 0.003, -0.031], [-0.003, 0.064, -0.003], [-0.007, 0.006, -0.020], [0.023, 0.001, -0.010], [0.145, 0.063, 0.117], [0.077, -0.013, -0.011], [0.058, 0.023, -0.003], [0.008, 0.015, 0.014], [-0.008, -0.009, -0.006], [-0.022, 0.005, 0.011], [0.024, 0.002, 0.031], [-0.042, -0.004, -0.037], [0.007, -0.017, -0.003], [0.018, -0.004, 0.009], [0.001, 0.013, 0.003], [0.055, -0.095, -0.025], [0.003, -0.008, -0.009], [-0.010, 0.002, 0.005], [-0.005, 0.007, 0.005], [-0.003, 0.009, 0.002], [-0.135, -0.003, -0.069], [0.009, -0.002, 0.004], [0.004, -0.008, -0.013], [-0.004, -0.011, -0.002], [-0.006, 0.002, 0.008], [0.008, 0.008, 0.012], [0.003, 0.042, 0.015], [-0.005, -0.061, -0.007], [-0.011, 0.119, 0.034], [-0.014, -0.056, -0.089], [0.110, 0.221, 0.287], [-0.080, -0.039, -0.126], [0.000, 0.013, 0.006], [-0.015, 0.013, 0.008], [-0.020, 0.011, 0.035], [0.017, -0.013, -0.014], [0.011, 0.011, 0.009], [0.012, -0.023, 0.000], [-0.001, -0.114, -0.022], [0.013, 0.019, -0.020], [-0.024, -0.004, -0.015], [-0.005, 0.023, 0.008], [-0.015, 0.016, 0.015]],
  "mulliken_spin": [0.669, -0.004, 0.011, -0.002, 0.000, 0.004, 0.006, 0.060, -0.026, 0.009, -0.007, 0.020, -0.010, 0.030, -0.092, -0.001, 0.000, 0.000, 0.000, 0.000, 0.000, 0.000, 0.006, 0.000, -0.001, 0.000, 0.000, 0.001, 0.003, 0.001, 0.053, -0.005, 0.000, 0.000, 0.000, 0.000, 0.000, 0.000, 0.000, 0.001, -0.002, -0.001, 0.002, -0.001, 0.005, 0.001, 0.003, -0.001, 0.002, -0.002, -0.032, 0.009, 0.000, 0.000, -0.013, 0.012, 0.117, -0.013, 0.011, 0.012, 0.002, 0.001, 0.001, -0.002, 0.021, 0.002, -0.006, 0.005, -0.005, -0.002, -0.020, 0.031, 0.001, 0.000, 0.002, 0.008, 0.000, 0.000, 0.000, 0.000, -0.001, 0.004, 0.000, 0.000, 0.001, 0.002, -0.005, 0.000, 0.000, 0.000, 0.000, -0.007, 0.010, -0.003, 0.004, 0.010, 0.062, -0.024, 0.034, -0.012, 0.007, -0.001, 0.001, 0.017, 0.027, 0.002, 0.000, 0.000]
}

=====

2.
{
  "formula": "C32H25O10P",
  "method": "the ωB97M-V functional and the def2-TZVPD basis",
  "e_lumo_ev": -1.64,
  "fmax_ev_per_a": 0.4,
  "mol_weight_g_mol": 600.5,
  "gap_ev": 7.78,
  "spin_multiplicity": 1,
  "smiles": "O=C1C=CC(=O)C=C1.O=C1C=CC(=O)C=C1.O=C1C=CC(=O)C=C1.O=C1C=CC(=O)C=C1.O=C1C=CC(=O)C=C1.C#C[PH4]",
  "e_tot_ev": -63342.67570,
  "elements": ["O", "C", "C", "C", "C", "O", "C", "C", "H", "H", "H", "H", "O", "C", "C", "C", "C", "O", "C", "C", "H", "H", "H", "H", "O", "C", "C", "C", "C", "O", "C", "C", "H", "H", "H", "H", "O", "C", "C", "C", "C", "O", "C", "C", "H", "H", "H", "H", "O", "C", "C", "C", "C", "O", "C", "C", "H", "H", "H", "H", "C", "C", "P", "H", "H", "H", "H", "H"],
  "xyz": [[-0.9793, -1.0331, 0.3159], [-0.3084, -0.2623, 0.9728], [-0.2850, -0.3600, 2.4549], [0.4475, 0.4774, 3.1841], [1.2636, 1.5379, 2.5426], [1.9373, 2.3035, 3.2003], [1.2379, 1.6347, 1.0604], [0.5076, 0.7947, 0.3319], [-0.8866, -1.1498, 2.8904], [0.4873, 0.4278, 4.2649], [1.8511, 2.4101, 0.6192], [0.4755, 0.8398, -0.7493], [8.1871, 0.0631, 1.5289], [7.1824, 0.4637, 0.9823], [6.6219, -0.2370, -0.2020], [5.5197, 0.2010, -0.8033], [4.8039, 1.4068, -0.3145], [3.7923, 1.7941, -0.8622], [5.3624, 2.1124, 0.8662], [6.4650, 1.6689, 1.4659], [7.1615, -1.1137, -0.5371], [5.0912, -0.2919, -1.6669], [4.8251, 2.9912, 1.2061], [6.8935, 2.1601, 2.3307], [-7.3898, 1.0618, -2.8477], [-7.1881, 0.0429, -3.4723], [-8.2847, -0.9182, -3.7537], [-8.0634, -2.0370, -4.4380], [-6.7100, -2.3735, -4.9508], [-6.5116, -3.3919, -5.5756], [-5.6118, -1.4129, -4.6684], [-5.8364, -0.2932, -3.9853], [-9.2615, -0.6515, -3.3707], [-8.8463, -2.7524, -4.6556], [-4.6348, -1.6791, -5.0568], [-5.0552, 0.4254, -3.7691], [4.7222, 7.7112, 6.1251], [4.4898, 7.0128, 5.1627], [3.7096, 5.7565, 5.2873], [3.4569, 4.9861, 4.2315], [3.9392, 5.3680, 2.8789], [3.6948, 4.6850, 1.9046], [4.7253, 6.6203, 2.7513], [4.9804, 7.3834, 3.8100], [3.3669, 5.5074, 6.2835], [2.8886, 4.0663, 4.2980], [5.0666, 6.8713, 1.7549], [5.5476, 8.3031, 3.7441], [-1.9404, -3.7281, 2.9465], [-2.1586, -4.4593, 2.0019], [-2.9884, -5.6807, 2.1506], [-3.2230, -6.4813, 1.1147], [-2.6671, -6.1862, -0.2322], [-2.8832, -6.9193, -1.1722], [-1.8389, -4.9629, -0.3775], [-1.6033, -4.1621, 0.6588], [-3.3825, -5.8747, 3.1401], [-3.8230, -7.3787, 1.1952], [-1.4457, -4.7687, -1.3679], [-1.0120, -3.2598, 0.5859], [-2.1210, -2.9770, -6.0028], [-2.0577, -2.3101, -4.9971], [-1.9146, -1.3440, -3.3531], [-2.2843, -3.6635, -6.8013], [-0.7323, -2.0606, -3.0724], [-1.9509, -0.1365, -4.0806], [-3.1503, -1.8918, -2.9578], [-1.8160, -0.6327, -2.1006]],
  "forces_ev_per_angstrom": [[0.101, 0.013, -0.039], [-0.054, -0.020, 0.087], [0.010, 0.001, 0.047], [-0.009, -0.007, -0.004], [0.022, 0.042, -0.079], [-0.059, -0.105, 0.123], [-0.006, 0.011, 0.020], [0.006, 0.008, -0.012], [-0.002, -0.017, -0.032], [0.012, 0.014, 0.000], [0.014, 0.001, 0.017], [-0.002, -0.011, -0.001], [-0.010, 0.008, 0.000], [0.018, -0.015, 0.001], [-0.024, -0.006, -0.022], [0.029, -0.011, 0.008], [-0.003, -0.001, -0.003], [-0.013, -0.013, -0.010], [0.019, 0.013, 0.033], [-0.027, 0.027, 0.000], [0.016, 0.003, 0.017], [-0.017, 0.020, -0.002], [-0.015, -0.097, -0.076], [0.013, -0.014, 0.000], [0.002, -0.005, -0.003], [-0.003, 0.016, 0.013], [-0.007, -0.030, -0.016], [-0.015, 0.022, 0.019], [-0.008, -0.006, 0.009], [-0.004, 0.009, -0.003], [0.026, 0.026, -0.028], [0.018, -0.037, -0.011], [0.009, 0.020, 0.009], [0.015, -0.013, -0.011], [-0.019, -0.042, -0.029], [-0.018, 0.018, 0.008], [-0.005, -0.001, 0.001], [0.010, 0.001, 0.013], [0.019, -0.032, -0.028], [-0.032, 0.014, 0.026], [-0.088, -0.028, 0.009], [0.070, 0.111, 0.016], [0.010, 0.038, 0.028], [0.004, 0.003, -0.034], [0.004, 0.020, 0.009], [0.043, 0.030, -0.071], [-0.010, -0.024, -0.009], [-0.001, 0.003, 0.024], [0.004, -0.001, -0.001], [0.000, 0.027, 0.012], [-0.014, -0.020, -0.005], [-0.001, 0.015, 0.030], [-0.002, -0.003, -0.016], [0.002, 0.000, 0.007], [-0.015, 0.011, 0.041], [0.049, -0.048, -0.017], [0.009, 0.017, 0.007], [0.002, -0.004, -0.024], [-0.005, -0.023, -0.005], [-0.042, 0.010, -0.032], [-0.290, -0.200, 0.253], [0.185, 0.021, -0.098], [-0.240, -0.031, 0.019], [0.136, 0.149, -0.130], [0.023, 0.045, -0.034], [0.071, -0.023, -0.025], [0.014, -0.042, -0.027], [0.076, 0.145, 0.029]],
  "nbo_charge": [-0.518, 0.487, -0.235, -0.223, 0.485, -0.512, -0.226, -0.229, 0.251, 0.231, 0.258, 0.234, -0.486, 0.474, -0.225, -0.238, 0.494, -0.508, -0.245, -0.223, 0.233, 0.231, 0.260, 0.230, -0.490, 0.476, -0.232, -0.231, 0.486, -0.483, -0.241, -0.230, 0.233, 0.233, 0.246, 0.227, -0.484, 0.475, -0.233, -0.228, 0.485, -0.513, -0.227, -0.227, 0.233, 0.258, 0.231, 0.233, -0.508, 0.494, -0.238, -0.224, 0.474, -0.484, -0.225, -0.240, 0.232, 0.233, 0.230, 0.252, -0.262, -0.418, 0.620, 0.234, -0.003, -0.009, 0.001, -0.159]
}

=====

> Number 1 is which compound?

C47H46BrN11P2Re